1.
Computed, not measured: a single C7H8N4O2 molecule at a distorted geometry, with wB97M-V/def2-TZVPD.

```
21
Properties=species:S:1:pos:R:3:forces:R:3:nbo_charge:R:1
C 2.82205 0.03941 -1.22082 -3.724 0.102 -2.676 -0.21
C 1.78902 -0.22046 -2.24104 2.904 0.283 -1.158 -0.19
C 2.34137 0.44075 -0.02873 -0.730 -0.007 1.982 -0.21
C 0.45016 -0.32503 -1.97647 -0.580 -0.682 -0.210 -0.27
C 0.96793 0.26382 0.34605 1.681 -0.035 -3.239 0.05
C 0.01600 -0.16133 -0.66391 3.254 0.753 1.597 0.14
C -0.99167 0.58067 1.86625 3.693 0.259 -3.590 -0.07
N 0.57228 0.60883 1.58025 -4.141 0.256 3.171 0.06
N -1.24068 -0.45137 -0.27557 -2.343 0.177 -0.726 0.17
N -1.53828 -0.45769 1.07813 -1.137 -1.806 1.270 -0.14
N -2.87451 -0.60471 1.50464 0.220 0.980 -1.053 -0.67
O 1.27663 0.92721 2.58138 0.582 -0.034 -0.614 -0.38
O -2.09191 -0.84677 -1.11063 -0.521 -0.160 0.065 -0.43
H 3.85161 0.18962 -1.34490 1.160 -0.131 -1.003 0.22
H 2.03516 -0.24721 -3.35152 0.138 -0.314 1.691 0.22
H 3.09954 0.90579 0.61669 -0.913 -0.423 0.408 0.24
H -0.24238 -0.66969 -2.78250 0.552 0.637 1.009 0.26
H -1.17919 0.22786 2.80901 -0.043 0.278 2.609 0.24
H -1.34771 1.52865 1.49979 -0.310 0.844 0.619 0.18
H -3.45572 0.22650 1.16871 0.479 -2.201 0.248 0.36
H -3.18302 -1.58064 1.39263 -0.222 1.222 -0.402 0.40
```
Forces are in eV/Å.

energy above the lowest of the compared OMol25 structures with the same formula, charge and spin = 257.8 kJ/mol
spin multiplicity = 3
gap between HOMO and LUMO (alpha / beta) = 7.5 / 8.0 eV
expectation value of S² = 2.02
charge = 0

2.
Computed, not measured: a gas-phase ion, C7H8NO2S (charge +1) at a distorted geometry, with wB97M-V/def2-TZVPD.

```
19
Properties=species:S:1:pos:R:3:forces:R:3:nbo_charge:R:1
C 3.30389 -0.13189 0.36614 2.128 0.333 -1.312 -0.23
C 2.56621 -0.57319 1.38382 1.556 -0.502 1.848 -0.21
C 2.45437 0.01772 -0.86929 -0.682 -0.242 -0.862 0.68
C 1.17574 -0.66540 0.98350 -1.316 -1.048 1.197 0.65
C -0.08867 -0.15283 -1.15443 0.783 -1.536 2.667 0.24
C -1.82719 0.83316 0.35730 0.788 -0.076 0.570 -0.60
C -1.41429 -0.39439 -0.40034 2.576 0.931 0.231 -0.48
N 1.06974 -0.17442 -0.36918 -1.359 0.257 -1.947 -0.52
O 2.70475 0.13715 -2.05005 -0.115 0.022 2.332 -0.48
O 0.33365 -1.18570 1.67623 0.425 0.888 -1.039 -0.46
S -0.23170 -0.15854 -2.79458 -0.176 0.097 -0.927 0.38
H 4.42556 0.04143 0.19976 -1.874 -0.393 0.738 0.29
H 2.82586 -0.96615 2.46251 -0.296 1.100 -2.492 0.30
H -2.57961 0.57092 1.02936 -1.305 -0.736 1.240 0.24
H -2.31577 1.44457 -0.31756 -0.479 2.124 -1.160 0.22
H -1.05862 1.28583 0.99505 0.014 0.119 -0.656 0.22
H -2.16620 -0.75811 -1.04489 -0.726 -0.423 -0.727 0.25
H -1.14130 -1.05726 0.39237 -0.064 -1.191 -0.046 0.29
H 1.03719 -0.27048 -3.23632 0.121 0.277 0.344 0.20
```
Forces are in eV/Å.

energy above the lowest of the compared OMol25 structures with the same formula, charge and spin = 0.0 kJ/mol
spin multiplicity = 1
gap between HOMO and LUMO = 9.6 eV
charge = +1

3.
Computed, not measured: a single C7H8O molecule at a distorted geometry, with wB97M-V/def2-TZVPD.

```
16
Properties=species:S:1:pos:R:3:forces:R:3:nbo_charge:R:1
C -0.40279 -1.39653 -1.39223 -0.536 1.424 2.127 -0.40
C 0.60924 -0.41466 -1.40398 1.620 -2.010 -1.877 -0.04
C 0.41273 0.71143 0.77410 0.386 2.849 -0.205 0.34
C 0.39756 1.81487 1.55783 1.206 -0.951 -1.488 -0.47
C 1.29577 0.71825 -0.53910 -4.043 -5.519 1.698 -0.50
C -1.52737 -1.10113 0.64581 -1.007 0.824 1.177 -0.29
C -1.64555 -1.94886 -0.54636 3.616 3.501 -0.194 0.14
O -0.34488 -0.33452 1.12826 -0.372 -1.755 0.034 -0.56
H -0.38880 -1.91912 -2.26410 0.312 -1.461 -2.471 0.19
H 1.29787 -0.65444 -2.37093 -1.718 0.931 2.078 0.20
H -0.15302 1.94327 2.44998 -0.678 -0.175 0.666 0.21
H 1.13218 2.57223 1.32473 -0.070 0.212 -0.036 0.19
H 1.23497 1.54586 -1.10276 -0.723 3.413 -1.651 0.23
H 2.33742 0.51582 -0.51430 0.944 -0.673 0.746 0.24
H -2.44353 -0.44533 0.68609 0.608 0.025 -0.781 0.26
H -1.81179 -1.60713 1.56696 0.457 -0.637 0.176 0.25
```
Forces are in eV/Å.

energy above the lowest of the compared OMol25 structures with the same formula, charge and spin = 742.9 kJ/mol
spin multiplicity = 1
gap between HOMO and LUMO = 7.9 eV
charge = 0

4.
Computed, not measured: a single C7H8O molecule at a distorted geometry, with wB97M-V/def2-TZVPD.

```
16
Properties=species:S:1:pos:R:3:forces:R:3:nbo_charge:R:1
C -2.55418 0.11401 -0.02389 -7.044 -2.403 2.467 -0.26
O -1.60508 0.39711 -0.89316 2.101 0.417 -1.378 -0.49
C -0.32333 0.20771 -0.47749 1.894 -1.364 1.088 0.30
C 0.02692 -0.87719 0.41886 -4.665 1.120 -1.942 -0.27
C 1.26049 -1.07648 0.81786 3.430 3.463 -1.818 -0.19
C 2.30707 -0.20104 0.34084 -0.508 -0.353 -0.030 -0.21
C 2.02689 0.82943 -0.51373 -7.052 -5.469 2.976 -0.17
C 0.68457 1.02509 -0.91615 2.872 -11.256 9.300 -0.21
H -2.55112 0.54791 1.01240 1.035 -0.543 -0.745 0.19
H -3.07373 -1.09753 0.09389 2.342 2.918 -0.376 0.14
H -3.52670 0.55714 -0.39121 1.067 -0.152 -0.078 0.19
H -0.84935 -1.49259 0.68572 0.842 0.126 0.311 0.22
H 1.52819 -1.67293 1.56840 0.735 -2.985 2.606 0.21
H 3.35911 -0.29234 0.56867 -0.054 -0.553 0.585 0.21
H 2.72829 1.35004 -0.83978 5.937 4.860 -2.951 0.18
H 0.56198 1.68165 -1.45124 -2.932 12.174 -10.017 0.16
```
Forces are in eV/Å.

SMILES string = COc1ccccc1
energy above the lowest of the compared OMol25 structures with the same formula, charge and spin = 396.7 kJ/mol
spin multiplicity = 1
gap between HOMO and LUMO = 9.6 eV
charge = 0

5.
Computed, not measured: a single C7H8O molecule at a distorted geometry, with wB97M-V/def2-TZVPD.

```
16
Properties=species:S:1:pos:R:3:forces:R:3:nbo_charge:R:1
C -1.80422 -0.08807 0.01748 0.797 0.160 -0.200 -0.40
C -0.64928 0.12870 1.02090 -0.699 0.706 1.607 -0.25
C -0.02446 1.16966 0.03653 -1.136 -2.434 -0.563 0.09
O 1.32728 1.03428 0.00490 1.752 -0.284 -0.429 -0.48
C 1.47354 -0.35842 -0.06002 -0.269 -2.020 0.122 0.07
C 0.32888 -1.01311 0.72527 0.162 -0.114 2.614 -0.29
C 0.21322 -1.01834 -0.72652 1.690 -0.148 -2.367 -0.27
C -0.70334 0.15418 -1.05259 -0.038 0.920 0.617 -0.25
H -2.62047 0.61306 0.02261 -0.196 0.398 0.195 0.21
H -2.13462 -1.09733 0.06927 -0.797 -0.805 -0.212 0.20
H -0.88844 0.33288 2.10224 0.448 -0.024 -1.085 0.22
H -0.33732 2.17053 0.09212 -0.447 1.207 -0.070 0.21
H 2.48429 -0.84402 -0.13347 -1.147 1.095 0.157 0.22
H 0.46754 -1.85257 1.49462 -0.274 1.167 -1.678 0.24
H 0.24405 -1.93691 -1.34090 0.200 0.809 0.292 0.24
H -0.83924 0.49260 -2.11202 -0.047 -0.634 1.000 0.23
```
Forces are in eV/Å.

SMILES string = C1[C@@H]2[C@H]3O[C@H]4[C@@H]2[C@H]4[C@@H]13
energy above the lowest of the compared OMol25 structures with the same formula, charge and spin = 268.3 kJ/mol
spin multiplicity = 1
gap between HOMO and LUMO = 10.2 eV
charge = 0

6.
Computed, not measured: a molecular structure, C7H8O, with wB97M-V/def2-TZVPD.

```
16
Properties=species:S:1:pos:R:3:forces:R:3:nbo_charge:R:1
C -1.32736 -0.17732 1.39392 -0.007 -0.023 -0.001 -0.63
C -0.74808 -2.04022 -0.26296 -0.008 0.017 0.016 -0.63
C -0.54225 -0.61683 0.18812 0.087 0.078 -0.090 0.04
C 1.16384 1.92796 -0.02380 0.078 -0.242 -0.075 0.43
C 1.97839 1.41104 -1.70330 -0.254 -0.224 0.316 -0.30
C 0.28455 0.20859 -0.42952 -0.315 -0.064 0.499 -0.15
C 1.22086 0.45623 -1.36098 0.450 0.607 -0.152 0.05
O 1.83094 1.99047 0.96219 -0.123 -0.162 -0.320 -0.57
H 0.40208 2.55857 -0.46432 0.002 -0.098 -0.100 0.19
H 2.78078 1.74830 -2.32620 -0.019 -0.002 -0.012 0.25
H -2.40164 -0.21548 1.18545 0.068 -0.002 -0.006 0.22
H -1.14274 -0.85527 2.23288 0.003 0.029 -0.058 0.22
H -1.06620 0.83322 1.70370 0.008 -0.029 -0.031 0.23
H -1.80397 -2.21918 -0.48966 0.058 0.027 0.016 0.22
H -0.47326 -2.73213 0.53982 -0.012 0.057 -0.036 0.22
H -0.15594 -2.27797 -1.14534 -0.016 0.033 0.036 0.22
```
Forces are in eV/Å.

energy above the lowest of the compared OMol25 structures with the same formula, charge and spin = 536.1 kJ/mol
spin multiplicity = 1
gap between HOMO and LUMO = 9.2 eV
charge = 0

7.
Computed, not measured: a single C7H8O molecule at a distorted geometry, with wB97M-V/def2-TZVPD.

```
16
Properties=species:S:1:pos:R:3:forces:R:3:nbo_charge:R:1
C -2.37364 1.02071 0.33541 -0.039 -0.257 0.182 -0.22
C -1.65941 0.27769 -0.25379 -0.403 -2.501 -1.463 -0.01
C -0.80083 -0.65916 -0.96463 -3.197 1.079 -2.202 -0.36
C 0.20859 -1.43717 -0.35623 0.543 -6.615 3.740 0.11
O 0.07898 -1.86161 1.08816 4.075 -3.122 -4.766 -0.68
C 0.56718 -0.14948 -0.89592 3.877 0.826 -2.265 -0.31
C 0.75182 1.00438 -0.01391 1.366 3.823 2.605 -0.20
C 1.78315 1.14681 0.96012 -1.846 -3.977 -3.720 -0.39
H -2.98370 1.46609 1.03742 -0.881 0.985 0.722 0.23
H -0.97535 -1.29809 -1.86170 -1.417 1.802 0.282 0.26
H 0.24487 -2.47183 -0.90908 0.983 2.375 0.993 0.21
H -0.40083 -1.18942 1.36939 -3.593 4.794 3.000 0.45
H 1.20474 -0.09144 -1.86026 -1.043 -0.166 1.663 0.24
H -0.14147 1.94427 -0.24596 3.402 -2.713 0.884 0.24
H 1.96791 2.07838 1.38770 0.156 1.234 0.951 0.20
H 2.52799 0.21986 1.18326 -1.983 2.435 -0.606 0.21
```
Forces are in eV/Å.

SMILES string = C#C[C@@H]1[C@H](O)[C@@H]1C=C
energy above the lowest of the compared OMol25 structures with the same formula, charge and spin = 667.3 kJ/mol
spin multiplicity = 1
gap between HOMO and LUMO = 10.0 eV
charge = 0

8.
Computed, not measured: a single C7H8O molecule at a distorted geometry, with wB97M-V/def2-TZVPD.

```
16
Properties=species:S:1:pos:R:3:forces:R:3:nbo_charge:R:1
C -0.48468 1.91375 -0.01876 2.841 4.044 0.408 -0.43
C -0.88238 0.67890 0.07326 2.262 -1.454 0.114 -0.03
C -2.10574 -0.08284 0.10563 3.111 -2.025 -0.542 -0.37
C -1.62328 -1.36083 -0.10026 -1.714 1.538 -0.114 0.21
O -0.30747 -1.59596 -0.12629 -0.845 -0.644 -1.277 -0.46
C 0.33781 -0.37509 -0.01342 -3.645 2.824 -0.683 0.18
C 1.67728 -0.10162 -0.64716 0.789 -3.228 -2.688 -0.45
C 1.45320 -0.56123 0.80546 3.776 -0.605 3.029 -0.44
H 0.72907 1.91995 -0.04836 -3.249 1.001 0.021 0.18
H -1.00049 2.97024 0.04354 0.772 -2.634 -0.179 0.22
H -3.03085 0.41882 0.12723 -1.171 -0.356 -0.047 0.24
H -2.10152 -2.23934 -0.39879 -1.343 -1.156 0.133 0.19
H 1.94094 0.92068 -0.98698 -0.278 -0.739 0.915 0.24
H 2.09739 -0.89292 -1.49089 -1.259 1.907 2.468 0.23
H 1.44333 -1.71384 1.03356 0.978 2.409 -0.371 0.25
H 1.85740 0.10134 1.64222 -1.027 -0.884 -1.187 0.24
```
Forces are in eV/Å.

SMILES string = C=C1C=COC12CC2
energy above the lowest of the compared OMol25 structures with the same formula, charge and spin = 452.9 kJ/mol
spin multiplicity = 1
gap between HOMO and LUMO = 9.1 eV
charge = 0

9.
Computed, not measured: a molecular structure, C7H8O2 at a distorted geometry, with wB97M-V/def2-TZVPD.

```
17
Properties=species:S:1:pos:R:3:forces:R:3:nbo_charge:R:1
C -1.57924 -0.07282 -0.48447 1.306 0.426 0.882 0.82
C 1.09817 -2.32739 0.17809 -0.036 -0.642 -2.046 -0.37
C 0.22025 2.43060 -0.43581 1.305 -1.261 -1.109 -0.38
C 0.45565 -1.38906 -0.53349 1.726 -0.526 3.666 -0.16
C 0.72492 1.17207 -0.60911 -1.727 1.977 0.650 -0.16
C -0.56434 0.15990 1.27380 -0.899 -0.080 0.861 -0.05
C -0.08491 -0.07053 -0.13409 1.299 1.332 -0.370 -0.29
O -2.19432 -0.28397 -1.46264 -0.912 0.023 -0.322 -0.53
O -1.93260 0.15620 0.81544 -1.751 0.042 -0.616 -0.49
H 1.54233 -3.23787 -0.30307 -0.862 0.955 0.069 0.20
H 1.23720 -2.39031 1.20868 0.259 0.711 1.712 0.19
H 0.72551 3.35882 -0.80909 -0.317 -1.157 0.597 0.22
H -0.75164 2.55155 -0.00230 -0.516 0.229 0.082 0.19
H 0.25149 -1.61793 -1.48480 -0.386 -0.615 -3.823 0.21
H 1.73340 1.11630 -0.94548 0.520 -0.652 -0.523 0.21
H -0.48142 -0.66613 1.94435 0.473 -0.552 0.586 0.19
H -0.40046 1.11060 1.78396 0.517 -0.209 -0.294 0.20
```
Forces are in eV/Å.

energy above the lowest of the compared OMol25 structures with the same formula, charge and spin = 244.6 kJ/mol
spin multiplicity = 1
gap between HOMO and LUMO = 10.6 eV
charge = 0

10.
Computed, not measured: a single C7H8O2 molecule at a distorted geometry, with wB97M-V/def2-TZVPD.

```
17
Properties=species:S:1:pos:R:3:forces:R:3:nbo_charge:R:1
C 0.08556 -2.60423 -1.13413 0.305 0.509 -0.059 -0.17
C 0.03439 -1.44383 -0.79467 -2.860 -0.309 1.671 -0.13
C -0.62409 -0.23706 0.06654 2.277 -1.431 -1.300 0.27
C -0.55806 -0.61648 1.53400 -0.220 0.230 -0.198 -0.62
O -1.94741 0.03336 -0.25262 -0.429 -0.204 -0.049 -0.69
C 0.34727 0.81756 -0.42167 -0.266 -0.812 0.601 -0.34
C 0.92373 1.91750 0.41653 -0.055 0.272 -0.385 -0.61
C 0.80609 0.42807 -1.60804 1.416 3.089 -1.848 0.70
O 1.23467 0.56234 -2.70466 -0.572 -1.232 1.553 -0.46
H 0.17775 -3.60751 -1.45220 0.186 -0.259 -0.220 0.24
H 0.45955 -0.86012 1.82317 0.034 -0.038 0.033 0.22
H -1.21950 -1.46153 1.71493 0.085 -0.061 -0.009 0.23
H -0.92336 0.22373 2.12455 0.068 0.058 0.058 0.22
H -2.01548 0.23341 -1.19484 0.078 0.076 0.129 0.48
H 1.60850 1.54376 1.18138 -0.046 -0.106 -0.029 0.21
H 1.48087 2.60244 -0.22081 -0.006 0.161 0.121 0.23
H 0.12952 2.46856 0.92253 0.005 0.057 -0.068 0.22
```
Forces are in eV/Å.

SMILES string = C#C[C@](C)(O)C(C)=C=O
energy above the lowest of the compared OMol25 structures with the same formula, charge and spin = 392.5 kJ/mol
spin multiplicity = 1
gap between HOMO and LUMO = 8.4 eV
charge = 0

- Which value of energy above the lowest of the compared OMol25 structures with the same formula, charge and spin does entry 8 give?
  452.9 kJ/mol

- charge of number 6 (C7H8O)?
  0